Density functional theory data (ωB97M-V/def2-TZVPD) for C7H8 in the gas phase at a distorted geometry.

Cartesian coordinates (Å):
C 1.98 0.34 -0.08
C -0.53 -0.64 -0.25
C -0.99 -2.00 -0.61
C -0.89 0.56 0.14
C 3.34 0.38 -0.01
C 0.68 0.34 -0.03
C -1.81 1.63 0.52
H -2.66 1.13 1.09
H -1.23 2.22 1.36
H -1.61 -2.31 0.36
H -1.67 -2.01 -1.40
H 3.92 0.01 0.78
H 3.99 0.78 -0.76
H -0.23 -2.65 -0.84
H -2.28 2.22 -0.27

## Properties
- Spin multiplicity: 1
- ΔE to the lowest compared entry with this formula, charge and spin: 5.423 eV
- Kohn-Sham gap: 8.65 eV
- Electronic energy: -271.332143 a.u.
- E_LUMO: 0.8 eV
- Highest occupied orbital energy: -0.289 hartree
- Largest force on an atom: 4.39 eV/Å